Here is 2 unconnected molecules or ions with the total composition C21H31BCl5F10N4O5S from the Open Molecules 2025 dataset. Energies are from ωB97M-V/def2-TZVPD.

Geometry as XYZ:
```
78
Properties=species:S:1:pos:R:3:forces:R:3
C 0.890388 -2.093646 4.786945 0.2 -0.2 0.0
C 0.712776 -2.256714 3.288150 0.1 -0.1 0.1
N -0.052372 -1.094589 2.770566 1.1 0.0 0.1
C -0.177761 -0.908535 1.475365 -0.4 0.2 0.0
N -0.231220 0.295640 0.928627 -0.7 0.2 0.0
C -0.218687 1.548472 1.672521 0.3 -0.1 -0.2
Cl 1.399955 1.761473 2.414073 0.0 0.1 0.0
C -1.395360 1.817240 2.662059 -0.1 0.1 -0.1
C -2.684850 1.053543 2.341535 0.0 -0.1 0.2
Cl -0.968549 1.607988 4.386129 0.0 -0.1 0.1
C -0.131175 0.280089 -0.579560 0.6 0.1 -0.3
C -1.428231 0.708700 -1.275459 -0.2 -0.3 0.1
C -2.657562 -0.189109 -1.267194 0.0 0.1 -0.1
C 1.034163 1.223956 -1.029093 -0.3 0.3 0.0
C 0.668321 2.649416 -1.479864 0.1 -0.1 -0.2
C 1.890612 3.583316 -1.488851 -0.4 0.2 0.0
F 2.862665 3.155689 -0.589137 0.0 0.1 -0.1
C 0.375647 -1.206715 -0.703061 0.6 0.0 0.4
O 1.761408 -1.081869 -0.302026 -0.2 -0.2 -0.3
N 2.393222 -2.375357 -0.122558 0.1 -0.2 0.2
O 3.447779 -2.232643 0.318036 0.0 0.0 -0.1
S 0.311474 -2.036483 -2.369750 -0.3 0.1 0.1
O -0.403875 -1.173777 -3.254482 -0.2 -0.1 0.0
O -0.065257 -3.391626 -2.125476 0.1 -0.1 0.0
C 2.011438 -2.297327 -3.227421 -0.2 0.4 0.0
F 1.567897 -2.679926 -4.427567 0.0 -0.1 -0.2
F 2.597635 -3.325669 -2.630491 0.2 -0.1 0.2
C 3.099796 -1.202441 -3.457815 0.0 -0.1 -0.1
F 4.128677 -1.862740 -4.002841 0.2 -0.1 -0.1
F 3.495729 -0.707322 -2.276038 0.0 0.1 0.2
C 2.738480 -0.037205 -4.424937 0.1 -0.1 0.3
F 1.518028 0.436803 -4.116145 -0.1 0.1 0.0
F 2.725083 -0.504021 -5.668276 0.0 -0.1 -0.3
C 3.727224 1.157891 -4.360130 -0.1 -0.1 0.1
F 4.973697 0.748054 -4.507985 0.2 -0.1 0.0
F 3.423795 2.007030 -5.328138 -0.1 0.2 -0.2
F 3.611290 1.787954 -3.191671 0.0 0.0 0.1
C -0.321266 -1.967281 0.450796 -0.8 -0.3 -0.4
B -1.924657 -2.453497 0.379627 0.3 0.3 0.1
O -2.407992 -2.925778 -0.805525 0.3 -0.3 0.0
N -2.730959 -2.381378 1.577860 -0.1 -0.7 -0.7
C -2.462279 -3.486240 2.533409 0.3 0.5 0.5
C -4.170779 -2.336778 1.260255 -0.2 0.1 0.4
H 1.457860 -2.942928 5.173841 -0.1 0.1 0.0
H -0.065049 -2.029321 5.310114 0.1 0.0 -0.1
H 1.482454 -1.199978 5.005827 -0.1 0.0 0.0
H 1.696628 -2.274969 2.802619 -0.1 0.0 0.1
H 0.210511 -3.183761 3.031393 -0.2 0.0 0.1
H 0.270133 -0.258276 3.255140 -0.5 0.1 0.2
H -0.266973 2.337959 0.927221 -0.1 -0.1 0.0
H -1.582718 2.888495 2.577478 0.1 -0.1 0.0
H -2.878188 0.292958 3.099517 0.1 0.0 -0.1
H -2.627628 0.535360 1.387407 -0.1 0.2 0.0
H -3.533108 1.737999 2.336431 0.1 -0.1 0.0
H -1.167667 0.891217 -2.318413 0.0 0.2 0.1
H -1.707868 1.663776 -0.818669 0.1 0.0 -0.1
H -2.504376 -1.115099 -1.813991 0.0 0.3 0.0
H -3.017519 -0.417913 -0.259547 0.1 0.0 -0.1
H -3.473200 0.342692 -1.765249 0.1 0.0 0.1
H 1.741466 1.310226 -0.208179 0.1 -0.2 -0.2
H 1.554042 0.742934 -1.860117 -0.1 0.1 0.3
H 0.264987 2.633965 -2.496917 0.0 0.0 0.1
H -0.109802 3.103362 -0.863128 0.1 0.0 0.1
H 2.341649 3.665703 -2.480320 0.0 -0.1 0.2
H 1.556858 4.569912 -1.165634 0.3 0.0 -0.1
H 0.198943 -2.902421 0.679835 0.2 0.2 0.0
H -2.478894 -3.884394 -0.883890 -0.2 0.1 -0.1
H -1.983736 -3.123944 3.444838 0.0 0.1 0.0
H -3.412198 -3.926604 2.835994 0.1 -0.1 -0.1
H -1.828238 -4.277831 2.116372 -0.1 0.0 0.0
H -4.715307 -2.022492 2.155931 0.0 0.0 -0.1
H -4.568390 -3.310499 0.950003 0.0 0.1 -0.1
H -4.373285 -1.606499 0.477298 0.0 -0.1 0.1
C 0.083001 6.939075 1.023523 0.1 -0.1 0.0
Cl 1.837827 7.002717 0.984980 0.0 0.0 0.0
Cl -0.532252 5.992701 -0.344278 -0.2 0.1 0.0
Cl -0.500873 6.266393 2.543506 0.0 0.0 0.0
H -0.303444 7.944898 0.924603 0.0 0.0 0.0
```
Positions in Å, forces in eV/Å.

For the HOMO energy, the calculation gives -12.36 eV. Its total charge is +1. The frontier orbital gap is 0.3319 Ha. As for the LUMO energy: -3.33 eV.